Entry 1:
{"formula": "F2HNS", "method": "wB97M-V/def2-TZVPD", "spin_multiplicity": 1, "e_tot_ha": -653.0677, "homo_lumo_gap_ev": [8.55, 8.61], "de_lowest_kcal_mol": 99.5, "species": ["N", "F", "F", "S", "H"], "coordinates": [[-0.0042, -0.2524, -1.6075], [1.2254, 0.7060, 1.2310], [-0.2312, -1.0890, 1.5940], [-0.2504, 0.2641, 0.7080], [-0.7396, 0.3712, -1.9255]], "atomic_forces_ev_per_a": [[0.8, -0.5, 1.7], [-1.3, -0.2, -0.8], [-0.3, 0.8, -1.0], [1.5, -0.8, 0.0], [-0.7, 0.6, 0.1]], "lowdin_charge": [-0.101, -0.387, -0.385, 1.009, -0.136]}

=====

Entry 2:
{"formula": "C10H11N5OS3", "method": "wB97M-V/def2-TZVPD", "spin_multiplicity": 1, "smiles": "CCSc1nnc(NC(=O)CSc2ncccn2)s1", "e_tot_ha": -1931.2422, "homo_lumo_gap_ev": 8.90, "species": ["C", "C", "H", "H", "S", "C", "N", "N", "C", "N", "C", "O", "C", "H", "H", "S", "C", "N", "C", "C", "C", "N", "H", "H", "H", "H", "S", "H", "H", "H"], "coordinates": [[3.0717, 4.1235, -3.0932], [2.5627, 3.1300, -2.0696], [1.5307, 3.3283, -1.7851], [3.1832, 3.1100, -1.1751], [2.6014, 1.4384, -2.7763], [2.0128, 0.5705, -1.4124], [1.6716, 1.0986, -0.2893], [1.2584, 0.2221, 0.6166], [1.2612, -1.0010, 0.2177], [0.8940, -2.1036, 0.9211], [0.1432, -2.2280, 2.0851], [-0.2098, -3.3286, 2.4255], [-0.0566, -0.9754, 2.8993], [0.1416, -0.0779, 2.3161], [0.5904, -1.0083, 3.7762], [-1.7571, -0.9202, 3.5542], [-2.6054, -1.2336, 2.0747], [-3.9307, -1.2517, 2.1293], [-4.5650, -1.5179, 1.0052], [-3.8956, -1.7657, -0.1890], [-2.5120, -1.7122, -0.1310], [-1.8666, -1.4450, 0.9899], [-1.8903, -1.8845, -1.0013], [-4.4190, -1.9864, -1.1034], [-5.6452, -1.5322, 1.0697], [1.0029, -2.9871, 0.4357], [1.8336, -1.1852, -1.4550], [3.0474, 5.1251, -2.6701], [4.0949, 3.8906, -3.3790], [2.4515, 4.1073, -3.9864]], "atomic_forces_ev_per_a": [[0.0, -0.2, 0.0], [-0.1, -0.4, 0.0], [0.1, 0.0, 0.1], [-0.1, 0.1, 0.0], [0.2, 0.5, -0.4], [-0.1, -0.6, 0.1], [0.5, 1.0, -1.1], [-0.5, -1.0, 1.2], [0.4, 0.4, -1.0], [0.3, -0.9, -0.2], [0.3, -0.1, 0.2], [0.0, -0.1, 0.1], [-0.8, 0.2, 0.2], [0.0, -0.2, 0.2], [0.1, 0.0, 0.0], [0.4, 0.1, 0.4], [0.1, 0.0, -0.4], [-0.1, 0.1, 0.6], [0.1, -0.1, -0.4], [0.1, 0.0, 0.1], [-0.4, 0.0, -0.2], [-0.2, 0.3, 0.0], [0.0, 0.0, -0.1], [-0.1, 0.0, -0.1], [-0.1, 0.0, -0.1], [-0.1, 0.1, 0.2], [-0.2, 0.7, 0.7], [0.0, 0.1, 0.0], [0.1, 0.1, -0.1], [0.0, 0.1, -0.1]], "lowdin_charge": [-0.172, -0.518, 0.075, 0.075, 0.895, -0.980, -0.053, -0.007, -0.613, 0.090, -0.562, 0.073, -0.360, 0.050, 0.095, 1.009, -0.664, 0.069, -0.126, -0.040, -0.099, 0.067, 0.114, 0.097, 0.110, 0.145, 1.017, 0.075, 0.069, 0.068]}

=====

Entry 3:
{"formula": "C22H28Cl4IrN2O5PS", "method": "wB97M-V/def2-TZVPD", "spin_multiplicity": 5, "s_squared": 6.045, "e_tot_ha": -4025.4163, "homo_lumo_gap_ev": [4.51, 6.64], "species": ["Ir", "Cl", "C", "C", "C", "Cl", "C", "O", "C", "Cl", "C", "H", "H", "C", "C", "N", "C", "C", "C", "S", "N", "C", "O", "C", "C", "C", "C", "C", "C", "H", "H", "H", "H", "H", "H", "H", "H", "H", "H", "H", "H", "H", "H", "H", "C", "O", "P", "O", "C", "O", "C", "H", "H", "H", "H", "H", "H", "H", "H", "H", "Cl", "C", "H", "H"], "coordinates": [[0.6764, -0.3223, 0.6434], [5.7193, -0.2364, 5.9078], [4.8269, -0.4829, 4.4566], [3.3654, -0.6298, 4.6213], [2.6222, -0.8090, 3.4531], [0.9038, -1.0240, 3.5796], [3.1792, -0.8544, 2.1846], [2.5544, -0.9452, 1.0541], [4.6873, -0.7487, 2.0899], [5.4193, -0.8451, 0.5621], [5.4605, -0.5414, 3.2609], [2.9134, -0.6074, 5.5978], [6.5340, -0.4394, 3.1910], [0.7384, -1.7977, -4.5105], [0.1037, -0.4121, -4.5198], [-1.0443, -0.3077, -3.6214], [-2.3775, -0.5780, -4.1731], [-2.8485, -2.0087, -3.9445], [-0.9016, -0.0984, -2.3076], [0.6985, 0.2478, -1.7170], [-2.0351, -0.1381, -1.6013], [-2.1553, -0.0318, -0.2955], [-1.2629, 0.3145, 0.5451], [-3.5071, -0.2834, 0.2593], [-4.5979, -0.5065, -0.5788], [-5.8471, -0.7610, -0.0395], [-6.0157, -0.8010, 1.3387], [-4.9318, -0.5841, 2.1775], [-3.6814, -0.3239, 1.6411], [1.6539, -1.7902, -5.1038], [0.0653, -2.5445, -4.9325], [0.9899, -2.0959, -3.4928], [-0.2503, -0.1583, -5.5189], [0.8360, 0.3414, -4.2378], [-2.3229, -0.3587, -5.2392], [-3.0767, 0.1230, -3.7240], [-2.2288, -2.7253, -4.4841], [-3.8760, -2.1173, -4.2959], [-2.8170, -2.2508, -2.8825], [-4.4489, -0.4806, -1.6494], [-6.6924, -0.9320, -0.6936], [-6.9927, -1.0047, 1.7585], [-5.0613, -0.6208, 3.2514], [-2.8281, -0.1553, 2.2841], [-0.5418, 3.3337, 0.3513], [0.8792, 3.2202, 0.5258], [1.5117, 1.8993, 1.1860], [3.0542, 2.1742, 0.8796], [3.5558, 1.9867, -0.4518], [1.4753, 2.1187, 2.7569], [2.1995, 3.1778, 3.4052], [-0.7676, 4.3962, 0.3202], [-1.0822, 2.8669, 1.1743], [-0.8352, 2.8596, -0.5849], [4.6237, 2.1792, -0.4057], [3.0769, 2.6854, -1.1374], [3.3929, 0.9591, -0.7775], [1.7996, 3.2488, 4.4121], [2.0577, 4.1213, 2.8782], [3.2580, 2.9280, 3.4411], [-0.7977, -2.9521, -0.8022], [0.2007, -2.3386, 0.5608], [1.1260, -2.9103, 0.5078], [-0.3330, -2.6279, 1.4656]], "atomic_forces_ev_per_a": [[0.3, 1.1, 0.0], [0.0, 0.0, 0.0], [0.0, 0.0, 0.0], [0.0, 0.0, -0.2], [0.0, -0.1, -0.2], [-0.1, 0.1, 0.2], [0.3, 0.1, 0.0], [-0.1, -0.2, 0.1], [-0.1, 0.0, 0.3], [0.1, 0.0, -0.1], [-0.2, 0.0, -0.1], [0.0, 0.0, 0.0], [0.0, 0.0, 0.0], [0.0, 0.0, 0.0], [0.0, 0.0, -0.1], [-0.1, 0.0, 0.1], [0.0, 0.0, 0.0], [0.0, 0.0, 0.0], [0.3, -0.1, 0.0], [-0.1, 0.1, -0.2], [-0.2, 0.0, 0.1], [0.0, 0.1, -0.4], [0.2, -0.4, 0.4], [-0.2, 0.0, 0.1], [0.0, 0.0, 0.0], [0.0, 0.0, 0.0], [0.0, 0.0, 0.0], [0.0, 0.0, 0.0], [0.0, 0.0, 0.0], [0.0, 0.0, 0.0], [0.0, 0.0, 0.0], [0.0, 0.0, 0.0], [0.0, 0.0, 0.0], [0.0, 0.0, 0.0], [0.0, 0.0, 0.0], [0.0, 0.0, 0.0], [0.0, 0.0, 0.0], [0.0, 0.0, 0.0], [0.0, 0.0, 0.0], [0.0, 0.0, 0.0], [0.0, 0.0, 0.0], [0.0, 0.0, 0.0], [0.0, 0.0, 0.0], [0.0, 0.0, 0.0], [0.0, -0.1, 0.0], [0.0, 0.0, 0.0], [-0.2, -0.4, 0.0], [0.0, 0.0, 0.0], [0.0, 0.0, 0.0], [0.0, 0.1, 0.0], [0.0, 0.0, 0.0], [0.0, 0.0, 0.0], [0.0, 0.0, 0.0], [0.0, 0.0, 0.0], [0.0, 0.0, 0.0], [0.0, 0.0, 0.0], [0.0, 0.0, 0.0], [0.0, 0.0, 0.0], [0.0, 0.0, 0.0], [0.0, 0.0, 0.0], [-0.1, -0.1, -0.1], [0.0, -0.2, 0.0], [0.0, 0.0, 0.0], [0.0, 0.0, 0.0]], "lowdin_charge": [1.032, 0.690, -0.677, -0.144, -0.624, 0.730, -0.446, -0.301, -0.579, 0.747, -0.166, 0.080, 0.102, -0.072, -0.245, -0.113, -0.194, -0.070, -0.685, 0.708, 0.099, -0.448, -0.243, -0.134, -0.016, -0.073, -0.080, -0.072, -0.011, 0.079, 0.067, 0.054, 0.115, 0.074, 0.114, 0.107, 0.066, 0.077, 0.045, 0.101, 0.104, 0.104, 0.105, 0.116, -0.101, -0.293, 0.618, -0.291, -0.121, -0.318, -0.075, 0.090, 0.082, 0.073, 0.087, 0.085, 0.040, 0.091, 0.087, 0.088, 0.510, -0.752, -0.001, -0.019]}

=====

Entry 4:
{"formula": "C33H28N2O10PReS", "method": "wB97M-V/def2-TZVPD", "total_charge": 1, "spin_multiplicity": 2, "s_squared": 0.755, "e_tot_ha": -2954.0104, "homo_lumo_gap_ev": [7.89, 7.28], "de_lowest_kcal_mol": 0.0, "species": ["Re", "O", "S", "O", "O", "C", "C", "C", "C", "C", "C", "P", "C", "C", "C", "C", "C", "C", "C", "C", "C", "C", "C", "C", "H", "H", "H", "H", "H", "H", "H", "H", "H", "H", "H", "H", "H", "H", "C", "C", "N", "C", "C", "N", "C", "O", "O", "C", "O", "O", "H", "H", "H", "H", "H", "C", "O", "C", "C", "C", "C", "C", "C", "O", "C", "O", "C", "H", "H", "H", "H", "H", "H", "H", "H", "H"], "coordinates": [[-0.2837, -0.8344, 0.2716], [-4.1262, -0.3396, -0.5955], [-2.7623, -0.5013, -0.9428], [-2.1206, -1.7763, -0.5267], [-1.8011, 0.5238, -0.3637], [-2.5592, -0.4093, -2.6760], [-3.6715, -0.1965, -3.4737], [-3.5082, -0.1605, -4.8501], [-2.2502, -0.3475, -5.4012], [-1.1467, -0.5584, -4.5857], [-1.2831, -0.5861, -3.2033], [0.1985, -0.8132, -2.1488], [0.8421, -2.3978, -2.7318], [-0.0740, -3.4402, -2.9062], [0.3739, -4.7105, -3.2244], [1.7358, -4.9501, -3.3715], [2.6461, -3.9195, -3.1978], [2.2045, -2.6443, -2.8717], [1.3101, 0.5154, -2.6567], [1.3599, 1.6797, -1.8961], [2.1436, 2.7458, -2.3136], [2.8840, 2.6528, -3.4817], [2.8401, 1.4921, -4.2426], [2.0534, 0.4282, -3.8359], [-4.6416, -0.0683, -3.0143], [-4.3640, 0.0072, -5.4892], [-2.1228, -0.3286, -6.4752], [-0.1737, -0.7057, -5.0351], [-1.1364, -3.2572, -2.7922], [-0.3377, -5.5140, -3.3615], [2.0862, -5.9435, -3.6186], [3.7068, -4.1066, -3.2981], [2.9240, -1.8564, -2.6934], [0.8004, 1.7592, -0.9760], [2.1752, 3.6498, -1.7199], [3.4979, 3.4841, -3.8023], [3.4203, 1.4148, -5.1523], [2.0338, -0.4749, -4.4324], [-2.1373, -3.7053, 1.8740], [-0.7374, -3.7803, 1.3886], [0.0450, -2.7946, 0.9405], [1.2665, -3.3454, 0.6385], [1.2414, -4.6712, 0.8902], [-0.0212, -4.9186, 1.3635], [2.2296, -5.7694, 0.7180], [3.3977, -5.4247, 0.2167], [1.9083, -6.8937, 0.9984], [2.2591, -2.4120, 0.1147], [3.4214, -2.7275, -0.0770], [1.7489, -1.2328, -0.0877], [-2.5428, -2.7153, 1.7027], [-2.1665, -3.9290, 2.9417], [-2.7539, -4.4384, 1.3539], [-0.3305, -5.8387, 1.6481], [3.4645, -4.4559, 0.0202], [4.2289, 3.4565, 3.0976], [3.2076, 3.2334, 4.0688], [2.1565, 2.4901, 3.7306], [1.1968, 2.3015, 4.7566], [0.0960, 1.5507, 4.5063], [-0.1297, 0.9280, 3.2457], [-1.2673, 0.1060, 3.0202], [-2.4444, 0.0448, 3.9422], [-1.3955, -0.6318, 1.9959], [0.8409, 1.1435, 2.2177], [0.7574, 0.6899, 0.9810], [1.9710, 1.9217, 2.4843], [4.9809, 4.0594, 3.5952], [3.8325, 3.9973, 2.2372], [4.6689, 2.5119, 2.7753], [1.3721, 2.7587, 5.7196], [-0.6172, 1.4076, 5.3039], [-2.3194, 0.5765, 4.8767], [-2.6867, -0.9988, 4.1412], [-3.2921, 0.4766, 3.4055], [2.6745, 2.0509, 1.6758]], "atomic_forces_ev_per_a": [[0.3, -0.3, -0.6], [0.0, 0.0, 0.1], [-0.2, 0.8, -0.2], [0.5, -0.5, 0.4], [-0.1, -0.2, 0.0], [-0.1, 0.0, 0.0], [0.0, 0.0, 0.0], [0.0, 0.0, 0.0], [0.0, 0.0, 0.0], [0.0, 0.0, 0.0], [0.1, 0.1, 0.0], [0.0, 0.1, 0.1], [0.0, -0.1, 0.1], [0.0, 0.0, 0.0], [0.0, 0.0, 0.0], [0.0, 0.0, 0.0], [0.0, 0.0, 0.0], [0.0, 0.0, 0.0], [0.1, -0.1, -0.1], [0.0, 0.1, 0.0], [0.0, 0.0, 0.0], [0.0, 0.0, 0.0], [0.0, 0.0, 0.0], [0.0, 0.0, 0.0], [0.0, 0.0, 0.0], [0.0, 0.0, 0.0], [0.0, 0.0, 0.0], [0.0, 0.0, 0.0], [0.0, 0.0, 0.0], [0.0, 0.0, 0.0], [0.0, 0.0, 0.0], [0.0, 0.0, 0.0], [0.0, 0.0, 0.0], [0.0, 0.0, 0.0], [0.0, 0.0, 0.0], [0.0, 0.0, 0.0], [0.0, 0.0, 0.0], [0.0, 0.0, 0.0], [0.0, 0.0, 0.0], [0.1, 0.1, 0.0], [-0.2, -0.1, -0.2], [-0.2, 0.1, 0.0], [0.1, -0.1, 0.1], [-0.1, 0.0, 0.0], [-0.1, 0.0, -0.2], [0.0, -0.2, 0.0], [0.0, 0.0, 0.1], [0.2, 0.0, 0.1], [-0.1, 0.1, -0.1], [-0.2, 0.1, 0.1], [0.0, 0.0, 0.0], [0.0, 0.0, 0.0], [0.0, 0.0, 0.0], [0.0, 0.0, 0.0], [0.1, 0.1, 0.2], [0.0, 0.0, 0.0], [0.0, 0.0, 0.0], [-0.1, 0.0, 0.1], [0.1, 0.0, -0.1], [0.0, 0.0, 0.0], [0.0, -0.1, -0.2], [0.1, 0.2, 0.0], [0.0, 0.0, 0.0], [0.0, -0.2, 0.3], [-0.1, 0.0, 0.2], [-0.2, 0.1, 0.1], [0.0, 0.0, -0.1], [0.0, 0.0, 0.0], [0.0, 0.0, 0.0], [0.0, 0.0, 0.0], [0.0, 0.0, 0.0], [0.0, 0.0, 0.0], [0.0, 0.0, 0.0], [0.0, 0.0, 0.0], [0.0, 0.0, 0.0], [0.0, 0.0, 0.0]], "lowdin_charge": [1.588, -0.211, 0.560, -0.407, -0.405, -0.277, -0.026, -0.036, -0.034, -0.048, -0.291, 1.063, -0.335, -0.078, -0.061, -0.056, -0.052, -0.094, -0.319, -0.070, -0.057, -0.061, -0.059, -0.093, 0.122, 0.119, 0.119, 0.110, 0.108, 0.111, 0.115, 0.120, 0.115, 0.084, 0.110, 0.112, 0.112, 0.100, 0.023, -0.271, 0.022, -0.110, -0.047, 0.215, -0.471, 0.159, 0.137, -0.531, 0.104, -0.183, 0.058, 0.102, 0.103, 0.190, 0.081, -0.042, -0.039, -0.258, 0.019, -0.002, -0.083, -0.300, 0.035, -0.152, -0.256, -0.230, 0.074, 0.099, 0.100, 0.102, 0.129, 0.111, 0.074, 0.099, 0.115, 0.123]}